(1)
158
Properties=species:S:1:pos:R:3:forces:R:3 method="wB97M-V/def2-TZVPD" multiplicity=2 gap_ev="7.99 / 3.31" max_force_ev_per_a=7.457 e_homo_ev="-7.751 / -7.751" s2=0.757
Zn -2.4871 -11.5409 23.3005 -0.283 0.113 0.818
B -5.6851 -7.8154 23.2828 -3.545 0.597 0.579
H -6.1024 -8.7324 22.8965 -1.149 -3.367 -2.032
H -6.2404 -6.9376 22.9908 -2.023 2.848 -0.794
H -5.5629 -7.8477 24.3543 1.376 0.206 4.273
H -4.6818 -7.7448 22.8922 5.680 0.312 -2.047
B -1.3415 -12.7028 24.4861 0.743 -0.675 0.535
H -2.1172 -13.3052 24.0392 -2.719 -2.524 -1.630
H -0.7759 -13.3107 25.1752 2.224 -2.288 1.856
H -0.7439 -12.1782 23.7567 2.779 1.277 -2.563
H -1.7508 -11.9738 25.1682 -1.935 2.980 2.599
C -5.1886 -11.1656 20.4229 0.782 1.197 -1.067
F -5.7654 -10.6808 19.3190 -0.186 0.212 0.216
F -5.8216 -10.7336 21.4881 -0.013 0.330 0.344
F -5.2527 -12.4536 20.3792 0.119 -1.307 0.102
S -3.3835 -10.4686 20.3365 -1.838 3.523 0.218
O -3.1267 -10.3531 18.8986 0.081 -0.983 2.318
O -3.4256 -9.1613 21.0040 0.092 -2.330 -0.025
N -2.5373 -11.6068 21.3843 -2.224 1.665 -3.221
S -1.9581 -12.4495 20.1974 3.982 -4.259 -4.648
O -2.8923 -13.1526 19.2661 1.318 1.768 2.380
O -0.8486 -11.7065 19.5659 -1.401 -1.069 0.988
C -1.0863 -13.9536 20.9945 -1.261 0.905 -0.183
F -0.0997 -13.5861 21.7554 1.067 0.415 0.458
F -2.0033 -14.5478 21.7436 -0.458 -0.674 0.322
F -0.6542 -14.8025 20.0854 -0.072 0.198 -0.377
C -8.6933 -8.6549 17.4946 0.081 0.349 -2.273
O -7.9741 -8.5046 16.2213 1.315 0.218 1.071
C -6.6502 -7.9472 16.4731 0.179 -1.031 0.689
C -5.7305 -7.8110 15.2602 -1.940 0.945 -0.892
N -4.4713 -7.1635 15.5380 0.227 -0.437 0.435
C -3.3882 -8.1495 15.7083 -0.842 1.431 -0.217
C -2.1146 -7.4135 16.0065 1.058 -0.536 -1.075
O -1.7389 -6.6056 14.8636 -0.721 0.391 0.027
C -0.7983 -5.5847 15.2001 -0.371 -1.027 -0.007
H -9.5898 -9.2020 17.2028 0.048 -0.129 0.294
H -9.0029 -7.6533 17.7928 0.143 -0.046 0.543
H -8.1135 -9.1982 18.2409 0.016 0.087 -0.029
H -6.1183 -8.5637 17.1978 -0.162 -0.384 0.419
H -6.7200 -6.9633 16.9371 -0.221 0.230 -0.076
H -6.3479 -7.1224 14.6832 0.283 0.121 -0.736
H -5.5997 -8.6938 14.6344 -0.230 -0.500 0.290
H -4.2189 -6.6133 14.7295 0.028 0.232 0.052
H -3.2331 -8.6896 14.7743 0.043 -0.380 -0.123
H -3.6868 -8.8515 16.4870 0.342 -0.003 0.157
H -1.3662 -8.2057 16.0281 0.436 0.116 0.751
H -2.1306 -6.8093 16.9135 -0.157 -0.009 0.109
H 0.0135 -6.1144 15.6986 0.353 0.549 0.418
H -1.2902 -4.8244 15.8068 0.220 0.051 0.353
H -0.3911 -5.0956 14.3152 -0.290 -0.289 -0.202
C -0.2093 -8.3518 19.6269 0.969 0.137 1.648
O -0.9031 -7.5489 20.5603 -1.571 0.868 0.262
C -0.7735 -6.1272 20.4892 0.081 -0.787 0.246
C -1.9720 -5.5235 21.2919 0.391 -1.028 1.456
N -3.2508 -6.2907 21.1052 1.919 2.245 -1.887
C -3.8248 -5.8037 19.8238 -1.090 -0.434 0.734
C -5.1688 -6.4581 19.4990 0.532 0.778 0.464
O -5.9827 -6.4841 20.6543 -0.641 -0.711 -1.090
C -7.2446 -7.0607 20.2866 -0.231 -0.193 1.383
H -0.2765 -9.3610 20.0332 -0.527 -0.167 -0.588
H 0.8264 -8.1068 19.8622 0.591 0.038 -1.178
H -0.5401 -8.2483 18.5935 0.133 0.033 0.043
H -0.6134 -5.7780 19.4692 -0.600 0.018 -0.306
H 0.1475 -5.8631 21.0089 0.117 0.315 0.218
H -1.9983 -4.4348 21.2440 -0.546 -0.128 -0.483
H -1.7224 -5.7374 22.3311 0.216 0.088 0.190
H -2.8389 -7.2047 20.9829 -0.764 -1.116 0.078
H -3.1009 -5.9768 19.0275 0.067 -0.416 -0.218
H -3.9535 -4.7213 19.8182 0.027 0.045 0.636
H -4.9894 -7.4582 19.1042 -0.270 -0.150 -0.179
H -5.6484 -5.7868 18.7866 -0.006 -0.354 -0.652
H -7.1820 -7.9747 19.6961 0.514 0.235 -0.385
H -7.9470 -6.3519 19.8480 0.299 0.245 -0.446
H -7.7365 -7.4075 21.1954 0.217 0.228 0.309
C -4.6698 -13.7860 23.3308 -0.844 0.362 -0.626
O -4.2869 -12.5296 23.9551 -0.383 -1.809 -0.241
C -5.2948 -11.6850 24.4896 -0.523 0.187 0.021
C -4.5194 -10.5607 25.1424 0.308 0.283 -0.293
N -3.5852 -10.0342 24.1143 0.088 0.095 1.269
C -2.6236 -9.2406 24.8549 1.848 0.778 -0.681
C -1.3781 -8.8528 23.9722 -1.324 -0.120 1.158
O -0.9684 -10.0225 23.2518 -0.010 1.283 -0.070
C 0.4126 -10.1196 22.9294 1.167 0.811 1.133
H -3.8431 -14.4204 23.0112 0.488 0.536 0.850
H -5.1584 -13.5967 22.3751 -0.366 0.329 0.074
H -5.3588 -14.3856 23.9256 0.122 0.246 0.398
H -5.9904 -12.1605 25.1810 0.379 -0.491 0.268
H -5.9360 -11.3310 23.6824 0.091 0.337 -0.083
H -3.8851 -10.8368 25.9847 -0.140 -0.920 -0.138
H -5.0778 -9.7284 25.5710 -0.707 -0.092 -0.441
H -4.0955 -9.3384 23.5893 -0.393 -0.126 -0.821
H -2.1933 -9.7879 25.6935 -0.449 -0.200 0.039
H -3.1593 -8.3554 25.1979 0.428 0.322 0.273
H -0.6514 -8.5088 24.7081 0.501 -0.177 -0.247
H -1.6713 -7.9881 23.3769 0.338 -0.282 -0.808
H 0.6833 -10.8583 22.1750 -0.791 0.421 -0.451
H 1.0519 -10.4029 23.7655 -0.543 -0.582 0.748
H 0.8120 -9.1130 22.8058 -0.190 0.098 -1.156
C -9.3331 -16.0860 18.2734 1.177 0.083 0.443
C -8.4618 -14.8486 18.8085 -0.578 -0.356 -1.259
C -7.7155 -15.0613 20.1686 1.202 -1.984 -1.933
C -6.4788 -15.9691 19.8991 0.944 1.142 0.008
C -5.5024 -15.4322 18.8247 -1.809 -1.101 0.041
C -6.2453 -15.1358 17.4733 0.603 -0.591 0.508
N -7.5317 -14.4376 17.7007 1.786 -0.087 3.594
O -8.1428 -13.9521 16.5790 -0.689 -0.225 -0.947
C -5.2914 -14.1380 16.8412 -0.727 0.234 -2.352
C -6.4194 -16.4450 16.5715 0.441 1.453 -0.303
C -9.4251 -13.7127 19.0836 -0.852 0.546 -0.144
H -9.7276 -16.7136 19.0726 -0.667 0.465 0.143
H -8.7699 -16.8202 17.6974 0.608 0.274 0.051
H -10.0532 -15.7289 17.5372 -0.365 0.085 0.495
H -7.4242 -14.1190 20.6327 -0.088 0.034 -0.147
H -8.2972 -15.6799 20.8521 -0.602 0.529 0.028
H -6.7614 -16.9806 19.6073 -0.309 -0.025 0.213
H -5.8671 -16.0044 20.8006 -0.192 -0.455 0.355
H -4.7908 -16.2326 18.6222 0.125 -0.037 -0.164
H -4.8972 -14.6125 19.2121 -0.402 0.301 -0.276
H -4.3443 -14.4985 16.4398 0.250 -0.516 0.829
H -5.7738 -13.9169 15.8892 -0.132 0.814 -0.231
H -5.1400 -13.2230 17.4140 -0.097 -0.171 0.094
H -5.5573 -16.5380 15.9109 0.641 -0.470 0.601
H -6.6515 -17.3635 17.1107 0.195 0.128 0.026
H -7.1471 -16.2915 15.7747 -0.729 0.224 0.468
H -8.9658 -12.7472 19.2959 0.519 -0.126 0.168
H -10.0252 -13.9804 19.9533 -0.108 -0.003 0.062
H -10.1212 -13.4924 18.2743 0.003 -0.326 -0.175
H -7.9468 -13.0127 16.6031 -0.062 0.211 -0.173
C -0.0645 -10.5974 16.3799 0.658 -0.662 -0.699
C -0.6806 -11.7136 15.5198 -0.313 -2.219 -0.401
C -2.2634 -11.7005 15.6339 0.595 -0.533 -0.710
C -3.0188 -12.3983 14.4898 0.175 -0.060 -0.692
C -2.5651 -11.9305 13.1314 1.026 0.290 -0.164
C -1.0312 -12.2053 12.8885 -1.481 1.738 0.845
N -0.2305 -11.6185 14.0471 -3.072 1.194 0.165
O 1.1279 -11.7156 13.8380 0.969 -0.866 0.383
C -0.8263 -13.6675 12.5822 1.552 -0.273 -0.141
C -0.6660 -11.3427 11.6791 0.986 -0.532 -0.508
C -0.1775 -13.1360 15.9465 -0.181 0.516 -0.308
H 0.8880 -10.9599 16.7665 0.213 0.116 -0.086
H -0.6277 -10.3228 17.2719 -0.426 -0.028 -0.313
H 0.1436 -9.7699 15.7017 -0.118 0.357 0.305
H -2.5820 -12.2536 16.5175 0.479 0.294 0.487
H -2.5887 -10.6672 15.7549 -0.131 -0.035 -0.183
H -4.1001 -12.2977 14.5838 -0.065 0.309 0.223
H -2.8820 -13.4773 14.4195 0.256 -0.245 0.829
H -2.8002 -10.8763 12.9849 0.221 0.244 0.042
H -3.0533 -12.4597 12.3131 -0.259 -0.113 0.065
H -1.1071 -13.9606 11.5706 -0.565 0.228 0.028
H 0.2599 -13.7476 12.5390 0.255 -0.512 0.279
H -1.2062 -14.3892 13.3054 -0.091 0.198 -0.046
H 0.3055 -11.6437 11.2870 0.449 0.128 0.269
H -1.2713 -11.5091 10.7881 -0.675 0.097 0.316
H -0.6143 -10.2890 11.9533 -0.231 -0.043 -0.084
H -0.3372 -13.4845 16.9669 -0.267 0.479 0.186
H 0.8945 -13.1731 15.7526 -0.006 -0.168 -0.102
H -0.7000 -13.8156 15.2733 0.243 -0.291 0.163
H 1.4340 -10.8551 13.5422 -0.177 0.243 -0.003

---

(2)
21
Properties=species:S:1:pos:R:3:forces:R:3 method="wB97M-V/def2-TZVPD" de_lowest_kcal_mol=89.2 multiplicity=3 gap_ev="5.95 / 6.56" max_force_ev_per_a=5.408 e_homo_ev="-5.379 / -9.191" s2=2.012
C -0.6507 1.1678 1.5778 -1.943 -0.566 -0.031
C 1.7954 1.9891 -1.2982 0.752 -1.779 -4.015
C -4.6859 -0.4041 1.1594 -1.883 0.881 -0.405
C 1.4003 0.6534 -0.8469 -1.021 0.778 -3.343
N 2.3803 -0.1427 -0.4399 3.621 -2.943 2.733
N 0.4018 1.3561 0.8563 2.308 1.170 -0.124
O -1.8233 1.2301 1.6526 -1.481 0.103 0.819
O -3.6912 1.4476 -0.2708 -0.563 -1.052 -0.825
O -3.4378 -0.9792 -1.1873 -0.058 0.441 0.511
O 0.4030 0.6238 2.1596 0.584 -0.506 2.098
S -4.4062 -0.0204 -0.6292 0.276 0.371 0.445
H 2.7200 1.9574 -1.9201 0.011 0.040 0.818
H 1.1462 2.4430 -2.0188 -1.123 -0.228 -0.549
H 1.8160 2.7086 -0.6105 0.827 2.743 3.351
H -3.8695 0.1213 1.6489 -0.534 0.075 0.513
H -5.7793 0.0137 1.3251 2.446 -0.511 0.091
H -4.6786 -1.4426 1.4675 0.027 -0.305 -0.531
H 3.2542 0.2219 0.1465 -2.839 -0.898 -1.775
H 2.2170 -1.1880 -0.3323 0.259 2.244 -0.026
H -2.9520 1.3051 0.3493 0.000 0.169 0.006
H 0.5168 0.2089 -1.3060 0.333 -0.228 0.241

---

(3)
22
Properties=species:S:1:pos:R:3:forces:R:3 method="wB97M-V/def2-TZVPD" de_lowest_kcal_mol=20.3 gap_ev=11.23 smiles="CCCC[C@@](O)(Cl)C(N)=O" max_force_ev_per_a=3.385 e_homo_ev=-10.511
C -0.3699 -2.6477 -0.0013 -0.187 -3.087 -0.245
C 0.5103 -1.4617 0.0784 0.448 0.457 1.966
C -0.1703 -0.1525 0.3487 -0.388 -0.038 0.778
C 0.8409 1.0571 0.5866 -3.143 -1.255 -0.083
C -0.0636 2.2279 0.9049 -0.318 1.000 0.439
O -0.9443 2.0674 1.9649 -1.738 0.879 -2.347
Cl 0.9890 3.6097 1.3104 1.387 1.308 0.605
C -0.8192 2.9184 -0.2995 0.607 -2.173 0.814
N -0.1353 3.1197 -1.4605 -1.429 -0.548 1.519
O -1.9985 3.1532 -0.1523 -0.257 0.253 0.011
H -0.9995 -2.8632 0.9339 0.616 0.588 -1.520
H 0.3497 -3.5366 -0.0718 -1.031 0.877 0.203
H -0.9232 -2.7411 -0.9766 -0.053 0.386 1.187
H 0.9901 -1.3253 -0.8338 1.545 -0.242 -1.600
H 1.2240 -1.6699 0.9087 -0.050 0.328 -0.678
H -0.6928 0.1201 -0.6434 -0.091 -0.285 1.910
H -0.8272 -0.4376 1.2675 0.568 1.524 -1.726
H 1.6712 0.9670 1.2657 -0.043 -0.358 0.511
H 1.1939 1.2345 -0.3878 1.048 0.320 -1.189
H -1.7840 2.5350 1.5299 1.579 -1.162 1.431
H 0.8504 3.2808 -1.3334 -0.044 0.515 -0.683
H -0.8276 3.6350 -1.9754 0.975 0.713 -1.302

---

(4)
103
Properties=species:S:1:pos:R:3:forces:R:3 method="wB97M-V/def2-TZVPD" total_charge=+1 gap_ev=5.98 max_force_ev_per_a=1.666 e_homo_ev=-10.678
C -3.5677 -6.8626 4.4875 0.950 0.311 -0.606
C -4.1503 -6.3697 3.5518 -0.126 0.769 -0.649
C -4.7214 -5.4940 2.4418 0.617 -0.345 1.268
C -3.6032 -4.4743 2.0010 -0.072 -0.698 0.203
C -2.7397 -5.0418 0.8070 1.018 0.381 0.369
C -1.2336 -4.9306 1.1468 -0.643 1.225 0.278
C -0.7528 -3.7067 1.6558 0.880 -0.333 0.094
C 0.6148 -3.5564 2.0250 -0.658 -0.715 -1.243
C 1.0247 -2.1937 2.5991 0.079 0.948 0.890
O 0.7313 -1.9364 3.7274 -0.106 -0.811 -0.281
O 1.6823 -1.2334 1.8518 -0.845 -1.383 -0.384
C 1.4915 -4.6670 1.8256 -0.735 0.454 -0.019
C 0.9541 -5.8395 1.2795 1.250 -0.050 0.366
Cl 1.9722 -7.2294 0.9644 -0.942 1.011 0.215
N -0.3623 -5.9512 0.9772 -0.208 0.517 0.045
H -2.7909 -7.1811 5.1849 -1.144 -0.136 -0.091
H -5.5569 -4.9282 2.9021 0.253 -0.429 -0.606
H -5.0494 -6.1421 1.6096 -0.148 0.564 0.343
H -2.9759 -4.3327 2.9076 -0.321 0.042 -0.691
H -4.0135 -3.4860 1.7232 0.013 -0.610 0.075
H -2.9979 -6.0843 0.5401 0.062 0.545 0.158
H -2.8865 -4.3797 -0.0746 0.022 -0.646 0.359
H -1.4659 -2.8729 1.7629 0.507 -0.566 0.012
H 0.9990 -0.7672 1.3384 0.415 0.105 -0.095
H 2.5569 -4.5887 2.0921 -0.662 -0.258 -0.290
H -0.7316 -6.8187 0.5880 0.321 0.046 0.135
N 4.8602 -0.0784 -0.9467 -0.180 0.148 -0.070
C 3.5877 0.0171 -0.5588 0.195 -0.022 0.069
C 2.7767 1.1081 -0.8334 0.191 -0.041 0.125
C 3.3172 2.1640 -1.5496 -0.145 0.322 0.010
C 4.6370 2.0868 -1.9617 -0.047 -0.129 0.059
C 5.3606 0.9489 -1.6376 0.076 -0.210 0.044
H 3.2108 -0.8314 0.0014 -0.028 0.023 -0.004
H 1.7478 1.1313 -0.4951 0.002 0.033 -0.008
H 2.7164 3.0351 -1.7843 -0.039 -0.072 -0.073
H 5.0952 2.8901 -2.5224 0.003 -0.030 0.002
H 6.3962 0.8419 -1.9417 -0.014 0.059 -0.021
N 0.5984 3.7414 -3.1218 -0.249 0.054 0.003
C -0.4015 2.9955 -2.6475 0.219 0.059 -0.025
C -1.7381 3.2305 -2.9246 0.021 0.000 -0.017
C -2.0594 4.3052 -3.7389 -0.065 -0.001 -0.002
C -1.0397 5.0948 -4.2418 -0.082 0.062 0.093
C 0.2646 4.7699 -3.9057 0.212 -0.160 0.120
H -0.1013 2.1675 -2.0123 -0.068 -0.036 -0.008
H -2.5073 2.5896 -2.5136 0.026 -0.002 0.005
H -3.0930 4.5238 -3.9786 0.024 0.001 0.009
H -1.2492 5.9413 -4.8803 0.074 -0.062 -0.059
H 1.0966 5.3568 -4.2782 -0.064 0.046 -0.026
N -1.3354 6.3057 -7.3648 -0.071 0.160 -0.324
C -2.5734 6.6233 -7.7521 0.142 -0.082 0.195
C -2.9017 7.0182 -9.0391 0.028 -0.010 -0.008
C -1.8881 7.0925 -9.9801 -0.021 0.032 -0.114
C -0.5955 6.7696 -9.6012 -0.044 -0.004 0.009
C -0.3747 6.3829 -8.2891 -0.021 -0.060 0.246
H -3.3330 6.5534 -6.9804 -0.053 0.029 -0.056
H -3.9238 7.2614 -9.2968 0.012 -0.003 0.033
H -2.1029 7.3983 -10.9967 0.005 -0.004 0.026
H 0.2228 6.8160 -10.3072 0.003 -0.010 0.034
H 0.6200 6.1171 -7.9468 0.020 0.014 -0.072
N -3.1977 -7.9913 7.4195 0.061 -0.026 0.379
C -2.3246 -7.9904 8.4313 -0.041 0.008 -0.230
C -2.6837 -8.1507 9.7594 -0.023 0.002 -0.015
C -4.0257 -8.3181 10.0593 -0.046 -0.015 0.110
C -4.9493 -8.3206 9.0270 0.057 -0.002 0.021
C -4.4850 -8.1559 7.7321 0.109 0.031 -0.252
H -1.2864 -7.8530 8.1483 0.017 -0.015 0.087
H -1.9327 -8.1442 10.5377 0.004 0.006 -0.033
H -4.3480 -8.4454 11.0854 0.009 0.003 -0.025
H -6.0055 -8.4480 9.2214 0.015 0.000 -0.035
H -5.1700 -8.1545 6.8902 -0.046 0.007 0.045
N -0.2486 9.7881 -3.1897 0.236 -0.174 0.073
C 0.2835 9.7508 -1.9662 -0.185 0.092 -0.136
C 1.4175 9.0229 -1.6396 -0.004 -0.023 -0.038
C 2.0340 8.2879 -2.6385 0.101 -0.075 0.023
C 1.4982 8.3107 -3.9156 -0.003 0.013 0.051
C 0.3626 9.0742 -4.1371 -0.204 0.143 0.002
H -0.2356 10.3391 -1.2172 0.056 -0.020 0.042
H 1.8061 9.0319 -0.6301 -0.027 0.018 -0.010
H 2.9214 7.7043 -2.4244 -0.019 0.014 -0.002
H 1.9509 7.7493 -4.7226 -0.018 0.042 -0.019
H -0.0910 9.1254 -5.1216 0.052 -0.057 -0.019
N 2.0332 -0.6816 -4.7848 0.093 -0.320 0.041
C 2.6217 -0.9936 -3.6270 -0.127 0.130 -0.244
C 3.2056 -2.2242 -3.3659 -0.070 -0.069 -0.016
C 3.1745 -3.1886 -4.3606 0.018 -0.107 0.025
C 2.5675 -2.8874 -5.5690 0.015 -0.007 0.047
C 2.0164 -1.6249 -5.7289 -0.071 0.244 0.039
H 2.6186 -0.2104 -2.8820 0.054 -0.026 -0.023
H 3.6723 -2.4201 -2.4089 0.052 0.082 -0.021
H 3.6189 -4.1633 -4.1965 0.011 0.025 -0.021
H 2.5229 -3.6137 -6.3697 0.000 0.039 -0.010
H 1.5340 -1.3416 -6.6583 0.020 -0.069 -0.019
N 1.2639 1.7853 7.2080 0.109 -0.262 0.030
C 1.8362 1.4301 8.3602 -0.119 0.192 -0.109
C 2.4415 0.2010 8.5743 -0.012 -0.033 -0.036
C 2.4505 -0.7143 7.5348 0.037 -0.060 0.023
C 1.8604 -0.3675 6.3299 0.082 -0.037 0.073
C 1.2860 0.8889 6.2203 -0.067 0.213 0.062
H 1.8014 2.1780 9.1448 0.041 -0.049 0.034
H 2.8927 -0.0319 9.5295 -0.017 0.034 -0.005
H 2.9121 -1.6862 7.6619 -0.002 0.025 0.005
H 1.8463 -1.0536 5.4950 -0.005 0.103 0.079
H 0.8153 1.2070 5.2956 0.019 -0.065 -0.026